1.
Here is a cluster of 9 separate species, C26H58N2O25S4 in total at a distorted geometry from the Open Molecules 2025 dataset. Energies are from the ωB97M-V functional and the def2-TZVPD basis.

CARTESIAN COORDINATES (ANGSTROEM)
C1 -0.8112 -0.5416 2.5331
N1 0.1708 -0.1666 1.5571
C2 -0.1222 1.1284 1.0091
C3 1.4538 -0.0636 2.2391
C4 0.3168 -1.1676 0.4351
C5 0.5318 -2.6306 0.8531
O1 0.7638 -3.3276 -0.3949
H1 -1.0192 0.2704 3.2291
H2 -0.6472 -1.3906 3.3831
H3 -1.7812 -0.8756 2.0651
H4 0.6738 1.6484 0.4341
H5 -0.0042 2.1054 1.7711
H6 -1.2572 1.1854 0.4601
H7 1.5308 0.5134 3.1401
H8 2.2468 0.5704 1.6631
H9 1.9378 -0.9786 2.3481
H10 1.2708 -0.6996 -0.0889
H11 -0.4032 -1.0426 -0.3109
H12 -0.4432 -3.0236 1.1121
H13 1.0718 -2.7396 1.7311
H14 0.9058 -4.1716 -0.2979
N2 1.5028 -6.0906 0.8411
O2 0.7958 -5.7576 1.8061
O3 1.0728 -5.9986 -0.3299
O4 2.7288 -6.0306 0.9491
O5 -2.7412 6.7854 -1.4009
S1 -3.1692 5.3894 -1.1729
O6 -4.5192 5.1364 -0.6009
O7 -3.2292 4.7604 -2.6079
C6 -4.0752 5.4504 -3.5829
C7 -4.4242 4.6634 -4.8129
C8 -1.8112 4.4094 -0.4909
H15 -3.2912 6.2074 -3.7659
H16 -5.0872 5.7824 -3.1439
H17 -4.7542 3.6164 -4.7619
H18 -3.3292 4.5634 -5.1839
H19 -5.0342 5.0314 -5.5449
H20 -0.7942 4.7434 -0.8269
H21 -2.0252 3.4584 -0.8849
H22 -1.6022 4.5804 0.4751
O8 -3.2212 -2.4566 0.7931
S2 -3.6242 -2.2276 -0.5539
O9 -2.7982 -1.3826 -1.4279
O10 -3.6612 -3.7306 -1.3379
C9 -2.5822 -4.5686 -0.8849
C10 -2.6222 -5.5516 -2.0379
C11 -5.2062 -1.5796 -0.6419
H23 -2.7812 -5.0566 0.2091
H24 -1.6032 -3.8556 -1.1039
H25 -1.5952 -6.1266 -2.0169
H26 -2.6732 -5.1066 -3.1629
H27 -3.2992 -6.4976 -1.9989
H28 -5.4602 -0.9556 0.1101
H29 -5.8842 -2.4696 -0.6449
H30 -5.5782 -1.2606 -1.6619
O11 -3.1352 1.5194 2.9741
S3 -4.1222 1.4324 1.9251
O12 -3.8302 0.7744 0.7151
O13 -5.5302 0.6664 2.4441
C12 -5.3352 -0.5626 3.1741
C13 -6.7032 -1.0346 3.7771
C14 -4.7332 3.0024 1.6311
H31 -4.5522 -0.4216 3.9971
H32 -5.0002 -1.2156 2.4411
H33 -7.2382 -1.4146 2.8451
H34 -7.1202 -0.3306 4.2871
H35 -6.5042 -1.8896 4.3811
H36 -5.5192 2.9354 0.8941
H37 -3.8282 3.4884 1.2211
H38 -5.0382 3.3964 2.4671
O14 6.4278 -1.3546 0.2521
S4 5.0498 -1.4456 -0.1419
O15 4.0858 -0.4846 0.1991
O16 4.9318 -1.5936 -1.7359
C15 5.5078 -0.5536 -2.4759
C16 5.5598 -0.7596 -4.0609
C17 4.3818 -3.0336 0.3781
H39 6.5928 -0.3806 -2.0989
H40 4.9768 0.3174 -2.1679
H41 6.0688 -0.1076 -4.7059
H42 4.5298 -1.0006 -4.4849
H43 6.0478 -1.5796 -4.1689
H44 4.3318 -2.9306 1.4911
H45 5.1938 -3.7786 -0.0219
H46 3.4018 -3.1796 0.1661
C18 0.4778 -1.5666 -3.6409
C19 2.0258 -1.6466 -3.2569
O17 2.2818 -0.2716 -3.1369
C20 1.1138 0.3474 -2.8319
O18 1.1078 1.4814 -2.3269
O19 0.0398 -0.3746 -3.0369
H47 0.1098 -2.5466 -3.3419
H48 0.5508 -1.3736 -4.7069
H49 2.5568 -1.8296 -4.1879
H50 2.1138 -2.3566 -2.5569
C21 3.5718 3.2464 -0.4389
C22 2.4688 4.3414 -0.3679
O20 1.9858 4.3674 0.8781
C23 2.6118 3.5644 1.6741
O21 2.4928 3.5184 2.9851
O22 3.3758 2.7574 0.9811
H51 4.6838 3.6424 -0.6179
H52 3.4008 2.2834 -1.1439
H53 1.6498 4.0134 -1.0359
H54 2.8918 5.2484 -0.8219
C24 5.6618 0.3084 2.9981
C25 4.9528 1.1154 4.1181
O23 3.9828 0.2234 4.6561
C26 4.2208 -0.9376 4.3051
O24 3.7278 -1.9536 4.8611
O25 5.0128 -1.0026 3.2401
H55 6.7068 0.3334 3.1151
H56 5.2158 0.8394 2.1201
H57 4.4328 2.0554 3.7481
H58 5.6708 1.2114 4.7011

## Properties
HOMO energy in hartree: -0.265
Relative energy (zero: lowest compared OMol25 entry of this formula, charge and spin) in kJ/mol: 0.0

These are the Mulliken partial charges, in e, on atoms 1 to 5: C -0.720; N 2.300; C -0.516; C -1.224; C 0.471

---

2.
Here is a cluster of 3 separate species, C26H58N3O8P2 in total at a distorted geometry from the Open Molecules 2025 dataset. Energies are from the ωB97M-V functional and the def2-TZVPD basis.

CARTESIAN COORDINATES (ANGSTROEM)
C1 6.7753 -6.5321 -1.0595
C2 5.8686 -5.9462 -2.0843
N1 6.0127 -4.5812 -2.7309
C3 4.8486 -3.9604 -3.1370
N2 3.4119 -4.4270 -2.9979
C4 2.4777 -3.2046 -3.1208
C5 3.5887 -1.9833 -2.9315
C6 3.1251 -0.4342 -3.1974
C7 3.1209 0.3017 -1.6959
C8 1.6258 0.7664 -1.2084
C9 1.5163 2.3894 -1.4151
C10 0.7051 2.6110 -2.8608
C11 -0.8995 2.4695 -2.4805
C12 -1.6571 1.2217 -3.2447
C13 -2.9290 0.7951 -2.2563
C14 -4.1222 -0.0175 -3.0332
C15 -5.2948 -0.3360 -1.8847
C16 -5.6833 -1.9550 -2.0425
C17 -4.6872 -2.7830 -0.9895
C18 -4.7770 -4.3992 -1.2567
C19 -4.3375 -4.8767 -2.7651
C20 -2.9980 -4.0629 -3.3472
N3 4.6847 -2.5920 -3.8316
H1 7.4488 -5.8682 -0.3459
H2 6.8290 -7.7036 -0.8507
H3 4.9184 -6.6007 -2.3837
H4 6.9062 -4.0643 -2.8952
H5 3.1505 -4.8988 -2.0865
H6 1.8360 -3.1703 -4.1243
H7 1.6806 -3.1387 -2.2635
H8 4.0331 -2.2704 -1.8609
H9 2.0447 -0.3842 -3.6594
H10 3.8310 0.1860 -3.8968
H11 3.8547 1.2274 -1.7584
H12 3.5522 -0.3991 -0.8507
H13 0.7802 0.1545 -1.7804
H14 1.4994 0.4739 -0.0620
H15 2.5395 2.9497 -1.5125
H16 0.9290 2.9163 -0.5317
H17 0.9641 3.6756 -3.2743
H18 1.0570 1.7401 -3.5903
H19 -0.9980 2.2463 -1.3142
H20 -1.3973 3.5166 -2.6491
H21 -2.1027 1.5125 -4.2896
H22 -0.8999 0.3191 -3.3958
H23 -3.4008 1.7665 -1.7476
H24 -2.4330 0.1914 -1.3604
H25 -3.7131 -1.0803 -3.3861
H26 -4.5807 0.5682 -3.9455
H27 -4.7908 -0.2352 -0.8334
H28 -6.2303 0.3500 -2.0523
H29 -5.4872 -2.3313 -3.1353
H30 -6.8080 -2.1339 -1.6897
H31 -5.1290 -2.5363 0.0911
H32 -3.5834 -2.3603 -0.9841
H33 -4.1687 -5.0342 -0.4527
H34 -5.9137 -4.7134 -1.1163
H35 -4.0152 -6.0260 -2.7859
H36 -5.2179 -4.8015 -3.5646
H37 -2.2287 -4.8751 -3.7624
H38 -3.3422 -3.4329 -4.2810
H39 -2.4498 -3.4403 -2.5214
H40 4.1329 -2.8473 -4.7038
C21 -1.1675 -0.8405 6.1445
O1 0.0023 -0.0996 5.8459
P1 0.2028 0.4299 4.2111
O2 -0.1549 -0.9709 3.6880
O3 1.8333 0.5198 4.4272
C22 2.5177 -0.6225 4.9150
O4 0.4035 0.9594 2.5763
C23 -0.7998 1.0643 1.8379
H41 -1.3396 -0.7967 7.2228
H42 -2.0342 -0.4237 5.6269
H43 -1.0232 -1.8877 5.8665
H44 1.9875 -1.5535 4.7057
H45 2.6583 -0.5217 5.9927
H46 3.4997 -0.6710 4.4378
H47 -1.5972 1.4774 2.4618
H48 -1.0929 0.0814 1.4608
H49 -0.6322 1.7326 0.9891
C24 -2.1990 6.5731 4.4244
O5 -0.9845 7.1008 3.9214
P2 0.3794 6.0371 3.8820
O6 0.1019 5.5885 5.3262
O7 1.4024 7.3278 3.9101
C25 1.2546 8.2891 4.9421
O8 1.7433 4.9735 3.8425
C26 1.4173 3.5961 3.8157
H50 -3.0218 7.1992 4.0705
H51 -2.3524 5.5499 4.0750
H52 -2.1928 6.6073 5.5170
H53 0.7737 7.8812 5.8331
H54 0.6664 9.1286 4.5669
H55 2.2454 8.6548 5.2227
H56 0.5556 3.4191 3.1660
H57 1.1997 3.2447 4.8273
H58 2.2746 3.0411 3.4258

## Properties
HOMO energy in hartree: -0.393
Charge: +1

These are the Mulliken partial charges, in e, on atoms 1 to 5: C -0.595; C -0.036; N -0.103; C 0.384; N -0.293

---

3.
Here is a cluster of 9 separate species, C26H58N6O15S2 in total at a distorted geometry from the Open Molecules 2025 dataset. Energies are from the ωB97M-V functional and the def2-TZVPD basis.

CARTESIAN COORDINATES (ANGSTROEM)
O1 9.1207 -0.9842 2.8423
S1 8.3911 -2.2252 2.5440
O2 9.0397 -3.5343 2.5873
O3 6.9385 -2.3326 3.3860
C1 5.8426 -2.4896 2.5770
C2 6.2491 -1.8003 1.2456
O4 7.6445 -1.9639 1.0999
H1 5.7437 -3.5521 2.3546
H2 4.9437 -2.2035 3.1231
H3 6.1036 -0.7210 1.2003
H4 5.7642 -2.3023 0.4083
O5 -1.1941 -1.2649 -0.7897
S2 -0.7683 -0.9921 0.5630
O6 0.2231 -1.9582 1.0636
O7 -0.1966 0.5350 0.8129
C3 -1.1817 1.4914 1.2096
C4 -2.3864 0.7004 1.6983
O8 -2.0376 -0.6558 1.6066
H5 -0.8638 2.2498 1.9251
H6 -1.3356 1.9455 0.2306
H7 -3.2889 0.8321 1.1015
H8 -2.4417 0.9865 2.7486
C5 3.8971 -4.0230 -6.5135
N1 2.4284 -4.1576 -6.5603
C6 1.6090 -4.8004 -5.7201
C7 2.0466 -5.5754 -4.4984
O9 0.4031 -4.7437 -5.9701
H9 4.0595 -3.3019 -7.3146
H10 4.3216 -4.9606 -6.8726
H11 4.3353 -3.7060 -5.5672
H12 1.9612 -3.7981 -7.3804
H13 1.8211 -6.6400 -4.5615
H14 1.5073 -5.2812 -3.5981
H15 3.0923 -5.3892 -4.2534
C8 -4.1043 2.2779 10.0867
N2 -2.7373 2.2030 9.5443
C9 -2.3082 2.6332 8.3823
C10 -0.8448 2.3711 8.1487
O10 -2.9791 3.1844 7.5220
H16 -4.4088 1.4492 10.7258
H17 -4.7990 2.3165 9.2477
H18 -4.1477 3.1933 10.6768
H19 -2.0621 1.7656 10.1549
H20 -0.4441 3.3579 8.3803
H21 -0.6109 2.2118 7.0960
H22 -0.2775 1.6572 8.7457
C11 -5.5778 -4.9136 -2.7700
N3 -6.7618 -4.5991 -1.9917
C12 -7.1463 -3.3508 -1.5945
C13 -8.4822 -3.2332 -0.9093
O11 -6.5009 -2.3748 -1.8934
H23 -5.3377 -4.0930 -3.4460
H24 -5.6705 -5.8094 -3.3842
H25 -4.7111 -4.9500 -2.1100
H26 -7.2929 -5.4147 -1.7217
H27 -9.2361 -2.7287 -1.5135
H28 -8.3725 -2.7193 0.0457
H29 -8.8923 -4.2142 -0.6693
C14 -1.7357 -4.1451 6.7657
N4 -1.4123 -5.3710 7.5420
C15 -2.2769 -6.0877 8.2808
C16 -1.7314 -7.4375 8.6376
O12 -3.4042 -5.7215 8.6212
H30 -2.7397 -4.1401 6.3413
H31 -1.0310 -3.8882 5.9748
H32 -1.7656 -3.2997 7.4532
H33 -0.5343 -5.8035 7.2928
H34 -1.1699 -8.0190 7.9063
H35 -2.6441 -8.0029 8.8259
H36 -1.2050 -7.3050 9.5828
C17 -3.8803 1.6175 -5.9800
N5 -3.8382 2.4169 -4.7737
C18 -3.5330 3.6896 -4.6656
C19 -3.2710 4.4540 -5.9342
O13 -3.4783 4.1948 -3.5449
H37 -3.4119 2.0766 -6.8506
H38 -4.8954 1.2938 -6.2098
H39 -3.5040 0.6030 -5.8486
H40 -3.9789 1.9384 -3.8955
H41 -4.1333 4.5243 -6.5972
H42 -2.4550 4.0780 -6.5513
H43 -2.9161 5.4682 -5.7508
C20 4.5155 10.5930 -1.7004
N6 3.4543 9.5971 -1.9453
C21 3.1402 8.5542 -1.1682
C22 1.9480 7.6472 -1.6131
O14 3.7500 8.2739 -0.1467
H44 4.8965 10.9134 -2.6702
H45 5.3573 10.2858 -1.0799
H46 3.9962 11.3729 -1.1435
H47 3.0016 9.7185 -2.8399
H48 2.1039 6.5771 -1.4762
H49 1.6733 7.7851 -2.6589
H50 1.0258 7.8662 -1.0748
C23 3.5563 0.8222 -3.8705
C24 4.7093 1.5067 -4.5202
C25 4.1636 2.4872 -5.5000
O15 2.9851 1.8077 -5.8943
C26 2.3650 1.2520 -4.7177
H51 3.4791 1.2822 -2.8853
H52 3.7492 -0.2269 -3.6461
H53 5.2731 0.7557 -5.0735
H54 5.3704 1.9251 -3.7613
H55 4.8498 2.7041 -6.3187
H56 3.9656 3.5042 -5.1616
H57 1.8691 0.3212 -4.9932
H58 1.6610 1.9364 -4.2445

## Properties
SMILES: O=S1(=O)OCCO1.O=S1(=O)OCCO1.CNC(C)=O.CNC(C)=O.CNC(C)=O.CNC(C)=O.CNC(C)=O.CNC(C)=O.C1CCOC1
HOMO energy in hartree: -0.344

These are the Mulliken partial charges, in e, on atoms 1 to 5: O -0.511; S 1.088; O -0.511; O -0.333; C -0.243

---

4.
Here is a structure of composition C26H58OOsP4 at a distorted geometry from the Open Molecules 2025 dataset. Energies are from the ωB97M-V functional and the def2-TZVPD basis.

CARTESIAN COORDINATES (ANGSTROEM)
Os1 1.2651 0.8235 -2.5380
P1 2.3059 1.0892 0.1374
P2 -0.2111 2.2627 -1.6706
P3 3.0724 -0.4039 -2.5898
H1 -0.3765 -1.7469 -0.0216
C1 0.3554 -2.5850 0.0543
C2 1.1810 -2.5690 1.1341
H2 0.9149 -1.9588 2.0070
C3 1.4504 1.3909 1.7667
C4 3.1204 2.7566 -0.0445
C5 3.7928 0.1968 0.8766
C6 -1.8935 1.6836 -1.9431
C7 -0.4061 3.4522 -0.3340
C8 0.3896 3.1638 -3.1366
C9 3.7535 -1.8823 -1.8105
C10 4.4434 0.8343 -2.6362
C11 2.8114 -0.8445 -4.3232
H3 0.7975 -2.6255 -0.9497
H4 2.2345 -2.8430 1.1228
H5 1.4882 0.4882 2.4088
H6 0.3913 1.6523 1.6139
H7 1.9707 2.2319 2.2708
H8 2.4128 3.4823 -0.4735
H9 3.9914 2.6606 -0.7141
H10 3.4410 3.0919 0.9583
H11 3.5339 -0.8371 1.1630
H12 4.1052 0.7455 1.7892
H13 4.6478 0.1792 0.1803
H14 -2.3837 2.2439 -2.7503
H15 -2.4678 1.7923 -1.0154
H16 -1.9014 0.6090 -2.1951
H17 -0.6275 4.4362 -0.7427
H18 0.5046 3.5111 0.2495
H19 -1.2138 3.1414 0.3266
H20 0.0800 4.2107 -3.0769
H21 0.0486 2.6835 -4.0597
H22 1.4994 3.1073 -3.0923
H23 4.3387 -2.3744 -2.6128
H24 2.9349 -2.5349 -1.4588
H25 4.4048 -1.5857 -0.9698
H26 5.0658 0.5521 -3.4947
H27 4.9939 0.8177 -1.6857
H28 4.0420 1.8535 -2.8083
H29 3.5809 -1.5319 -4.6533
H30 2.8510 0.0502 -4.9412
H31 1.8371 -1.3146 -4.4742
C12 -1.2363 -1.2934 -3.8718
C13 -2.0533 -0.4727 -4.7774
C14 -2.4783 -0.9569 -6.0178
C15 -1.9233 -2.1536 -6.5266
C16 -0.9128 -2.8014 -5.7980
C17 -0.5527 -2.3482 -4.5596
O1 -1.2296 -1.1343 -2.6017
H32 2.5107 1.8172 -2.8174
H33 -2.3804 0.5275 -4.4685
H34 -3.2452 -0.4163 -6.6148
H35 -2.3352 -2.5854 -7.4610
H36 -0.4449 -3.6599 -6.2500
H37 0.2439 -2.8141 -4.0063
C18 -1.6653 -3.0840 2.3954
C19 -2.5015 -1.8500 2.6708
C20 -3.4651 -2.1847 3.8189
P4 -1.4086 -0.3449 2.8717
C21 -2.4658 1.1624 2.5270
C22 -3.9652 0.9939 2.7322
C23 -1.9590 2.4238 3.2722
C24 -0.9128 -0.2365 4.6727
C25 -2.0192 0.0203 5.6893
C26 -0.0733 -1.4790 5.0495
H38 -1.0596 -3.3677 3.2629
H39 -0.9960 -2.9286 1.5626
H40 -2.3251 -3.9200 2.1441
H41 -3.0911 -1.5918 1.7708
H42 -2.9173 -2.5953 4.6872
H43 -4.1046 -1.3441 4.1328
H44 -4.1272 -2.9895 3.4483
H45 -2.2497 1.3051 1.4472
H46 -4.2181 0.8659 3.7909
H47 -4.4442 1.9169 2.3878
H48 -4.3689 0.1618 2.1538
H49 -0.8573 2.5283 3.2748
H50 -2.3883 3.3081 2.7647
H51 -2.3236 2.4343 4.3156
H52 -0.2219 0.6303 4.6652
H53 -2.5892 -0.8921 5.8987
H54 -1.5316 0.3243 6.6248
H55 -2.7050 0.8192 5.3965
H56 0.4054 -1.2872 6.0263
H57 -0.7108 -2.3762 5.1591
H58 0.7265 -1.6882 4.3142

## Properties
HOMO energy (spin up / spin down) in hartree: -0.686 / -0.713
Charge: +4
Spin multiplicity: 5
Relative energy (zero: lowest compared OMol25 entry of this formula, charge and spin) in kJ/mol: 811.1

These are the Mulliken partial charges, in e, on atoms 1 to 5: Os 0.908; P 0.680; P 0.993; P 0.863; H 0.202